This record from the OMol25 dataset describes a gas-phase ion, C7H7FN3O4 (charge -1). The level of theory is ωB97M-V/def2-TZVPD.

CARTESIAN COORDINATES (ANGSTROEM)
C -1.97 0.47 -0.02
C -0.65 -0.28 -0.18
C -0.64 -1.96 0.45
O -0.88 -1.86 1.61
O -0.38 -2.81 -0.40
C -0.24 -0.33 -1.58
C 1.03 -0.52 -1.96
N 2.11 -0.69 -1.11
C 1.98 -0.32 0.09
F 2.95 -0.57 0.94
C 0.73 0.42 0.65
N 0.65 0.34 2.03
N 0.70 1.86 0.15
O 1.11 2.12 -0.98
O -0.04 2.66 0.75
H -2.60 0.55 -0.95
H -1.86 1.40 0.42
H -2.59 0.02 0.79
H -1.04 -0.30 -2.44
H 1.43 -0.58 -3.03
H -0.07 0.99 2.41
H 0.29 -0.60 2.37

The HOMO energy comes out at -4.295 eV. For the total energy, the calculation gives -22747.7244 eV. The calculation puts the strongest force on any atom at 4.369 eV/A. The net charge is -1. Its relative energy (zero: lowest compared OMol25 entry of this formula, charge and spin) is 1.369 eV. The value obtained for the LUMO energy is 3.25 eV.

=====

This record from the OMol25 dataset describes a single C7H7FO2 molecule. The level of theory is ωB97M-V/def2-TZVPD.

CARTESIAN COORDINATES (ANGSTROEM)
O 0.04 2.16 1.85
C 0.72 2.62 0.99
C 1.37 1.69 0.10
C 1.11 0.38 0.21
C 0.31 -0.31 1.21
C -0.45 -1.38 0.94
C -0.77 -1.91 -0.34
C -0.96 -1.18 -1.41
O -1.32 -1.66 -2.59
F -1.00 0.19 -1.44
H 1.00 3.62 0.71
H 1.96 2.13 -0.62
H 1.70 -0.35 -0.39
H 0.18 0.06 2.32
H -0.89 -1.80 1.82
H -0.88 -2.94 -0.49
H -2.14 -1.32 -2.86

The HOMO energy comes out at -8.513 eV. For the total energy, the calculation gives -14181.8816 eV. The calculation puts the strongest force on any atom at 3.436 eV/A. Its relative energy (zero: lowest compared OMol25 entry of this formula, charge and spin) is 1.757 eV. The value obtained for the LUMO energy is 0.01 eV.

=====

This record from the OMol25 dataset describes a single C7H7FOS molecule. The level of theory is ωB97M-V/def2-TZVPD.

CARTESIAN COORDINATES (ANGSTROEM)
C -3.22 1.03 -0.55
S -2.17 -0.03 0.25
O -2.77 -1.36 0.39
C 0.04 -0.28 0.03
C 0.64 -1.49 -0.15
C 2.07 -1.48 -0.01
C 2.68 -0.19 0.11
C 2.07 1.01 0.20
C 0.66 0.99 0.18
F -0.02 2.10 0.45
H -3.97 0.32 -0.99
H -3.01 1.91 -1.12
H -2.00 0.59 1.47
H -0.01 -2.31 -0.38
H 2.50 -2.48 -0.16
H 3.78 -0.11 0.13
H 2.73 1.79 0.13

The HOMO energy (alpha / beta) comes out at -8.099 / -8.101 eV. For the total energy, the calculation gives -22967.0499 eV. The calculation puts the strongest force on any atom at 4.727 eV/A. Its relative energy (zero: lowest compared OMol25 entry of this formula, charge and spin) is 3.620 eV. The value obtained for the LUMO energy (alpha / beta) is 0.03 / 0.03 eV.

=====

This record from the OMol25 dataset describes a molecular structure, C7H7INO3S. The level of theory is ωB97M-V/def2-TZVPD.

CARTESIAN COORDINATES (ANGSTROEM)
C 2.21 -0.94 0.18
C -2.03 2.96 0.16
C 1.95 -1.12 1.64
C -0.94 -0.51 -1.29
C 0.45 0.09 -1.32
C 0.71 -0.21 1.35
C -1.67 -0.03 -0.02
N 1.13 -0.17 -0.08
O -0.89 2.96 0.34
O 2.99 -1.56 -0.51
O -3.17 3.10 -0.01
S -0.93 -0.89 1.53
I -3.77 -0.83 -0.35
H 1.69 -2.20 1.78
H 2.67 -0.85 2.38
H -1.38 -0.05 -2.19
H -1.08 -1.53 -1.54
H 0.98 -0.28 -2.32
H 0.33 1.23 -1.41
H 0.76 0.83 1.67

The HOMO energy comes out at -3.028 eV. For the total energy, the calculation gives -33940.9934 eV. The calculation puts the strongest force on any atom at 2.700 eV/A. The net charge is -1. Its relative energy (zero: lowest compared OMol25 entry of this formula, charge and spin) is 1.096 eV. The value obtained for the LUMO energy is 3.00 eV.

=====

This record from the OMol25 dataset describes a molecular structure, C7H7LaO6. The level of theory is ωB97M-V/def2-TZVPD.

CARTESIAN COORDINATES (ANGSTROEM)
O 0.38 -0.11 -4.69
C 0.48 -0.16 -3.53
La 0.96 -0.20 -0.97
O 3.57 -0.13 -3.78
C 2.87 -0.14 -2.86
C -1.70 -0.15 -1.33
O -2.62 -0.18 -0.53
C -0.37 -2.24 -1.31
O -0.84 -3.27 -1.58
C -0.37 1.83 -1.35
O -0.86 2.83 -1.69
H -1.89 -0.22 -2.44
C -0.67 0.06 3.55
C 0.32 0.75 2.65
O 0.70 -0.26 1.51
H -1.45 -0.44 2.97
H -1.13 0.74 4.27
H -0.14 -0.71 4.13
H -0.06 1.59 2.08
H 1.25 1.04 3.12
H 1.56 -0.62 1.77

The HOMO energy (alpha / beta) comes out at -15.507 / -15.508 eV. For the total energy, the calculation gives -20496.1824 eV. The calculation puts the strongest force on any atom at 8.501 eV/A. The net charge is +2. Its relative energy (zero: lowest compared OMol25 entry of this formula, charge and spin) is 0.461 eV. The value obtained for the LUMO energy (alpha / beta) is -10.09 / -10.09 eV.

=====

This record from the OMol25 dataset describes a molecular structure, C7H7N. The level of theory is ωB97M-V/def2-TZVPD.

CARTESIAN COORDINATES (ANGSTROEM)
C 3.08 0.08 -0.01
C 1.83 -0.14 -0.24
C 0.41 -0.03 -0.18
C -0.51 -0.56 0.93
C -1.51 -0.46 -0.22
C -1.46 0.97 -0.12
C -0.12 1.41 -0.39
H 4.11 0.19 -0.21
H -0.45 0.11 1.80
H -0.30 -1.74 1.06
H -2.43 -1.14 -0.17
H -0.20 -1.93 -0.75
H -2.33 1.80 -0.03
H 0.30 2.37 -0.39
N -0.43 -0.94 -1.09

The HOMO energy comes out at -8.631 eV. For the total energy, the calculation gives -8855.4500 eV. The calculation puts the strongest force on any atom at 8.531 eV/A. Its relative energy (zero: lowest compared OMol25 entry of this formula, charge and spin) is 6.174 eV. The value obtained for the LUMO energy is 0.82 eV.

=====

This record from the OMol25 dataset describes 2 unconnected molecules or ions with the total composition C7H7N. The level of theory is ωB97M-V/def2-TZVPD.

CARTESIAN COORDINATES (ANGSTROEM)
C -0.07 0.95 0.69
C -1.21 1.31 -0.03
C -2.01 0.26 -0.45
N -1.67 -1.02 -0.42
C -0.45 -1.31 0.22
C 0.33 -0.34 0.90
H 0.76 1.72 0.97
H -1.63 2.41 -0.02
H -2.94 0.66 -1.04
H -0.13 -2.36 0.31
H 1.25 -0.57 1.40
C 2.66 0.58 -0.62
C 2.27 -0.56 -0.37
H 3.23 1.47 -0.63
H 2.03 -1.54 -0.04

The HOMO energy comes out at -9.145 eV. For the total energy, the calculation gives -8858.0302 eV. The calculation puts the strongest force on any atom at 3.699 eV/A. Its relative energy (zero: lowest compared OMol25 entry of this formula, charge and spin) is 3.594 eV. The value obtained for the LUMO energy is 0.70 eV.

=====

This record from the OMol25 dataset describes a molecular structure, C7H7N. The level of theory is ωB97M-V/def2-TZVPD.

CARTESIAN COORDINATES (ANGSTROEM)
C -3.09 0.05 -0.17
C -1.89 -0.31 -0.03
C -0.40 -0.63 -0.15
C 0.47 0.96 -0.54
C 0.67 -0.32 0.92
C 1.75 -0.69 0.10
C 1.79 0.23 -0.81
H -4.26 0.01 -0.37
H -0.29 -1.47 -0.66
H -0.27 1.65 -1.18
H -0.65 1.33 1.15
H 0.50 -0.80 2.01
H 2.46 -1.53 0.18
H 2.81 0.39 -1.47
N 0.40 1.12 1.00

The HOMO energy comes out at -8.643 eV. For the total energy, the calculation gives -8854.5684 eV. The calculation puts the strongest force on any atom at 9.104 eV/A. Its relative energy (zero: lowest compared OMol25 entry of this formula, charge and spin) is 7.056 eV. The value obtained for the LUMO energy is 0.93 eV.

=====

This record from the OMol25 dataset describes 2 unconnected molecules or ions with the total composition C7H7N. The level of theory is ωB97M-V/def2-TZVPD.

CARTESIAN COORDINATES (ANGSTROEM)
C 1.65 -0.54 2.03
C 0.33 -0.07 2.29
C -0.45 0.28 1.19
N -0.08 0.18 -0.10
C 1.17 -0.21 -0.36
C 2.02 -0.56 0.69
H 2.36 -0.85 2.78
H 0.09 -0.09 3.37
H -1.49 0.56 1.38
H 1.43 -0.20 -1.40
H 3.00 -0.86 0.38
C -2.82 0.71 -3.57
C -2.14 0.52 -2.60
H -3.40 0.68 -4.50
H -1.66 0.45 -1.58

The HOMO energy comes out at -9.941 eV. For the total energy, the calculation gives -8859.7292 eV. The calculation puts the strongest force on any atom at 2.676 eV/A. Its relative energy (zero: lowest compared OMol25 entry of this formula, charge and spin) is 1.895 eV. The value obtained for the LUMO energy is 0.76 eV.

=====

This record from the OMol25 dataset describes a single C7H7N molecule. The level of theory is ωB97M-V/def2-TZVPD.

CARTESIAN COORDINATES (ANGSTROEM)
C 1.57 1.25 -0.15
C 1.26 0.27 -1.08
C 0.61 1.29 0.88
C 0.00 -0.32 -0.60
C -1.10 -0.44 -1.61
C -0.31 0.29 0.73
C -0.65 -1.72 -0.96
N -1.45 0.12 1.45
H 2.65 1.68 -0.17
H 1.85 0.25 -2.09
H 0.73 1.77 1.87
H -0.27 -2.60 -1.42
H -1.33 -2.09 -0.22
H -1.79 -0.74 1.65
H -1.77 0.98 1.71

The HOMO energy comes out at -7.776 eV. For the total energy, the calculation gives -8856.0638 eV. The calculation puts the strongest force on any atom at 3.432 eV/A. Its relative energy (zero: lowest compared OMol25 entry of this formula, charge and spin) is 5.561 eV. The value obtained for the LUMO energy is -0.44 eV.